The following is a quantum chemistry calculation of an isolated ion of composition C5H8O and charge -1 in a non-equilibrium geometry, from the Open Molecules 2025 dataset.

Orbital gap (spin up / spin down) = 3.9203 / 6.9203 eV
E_LUMO (spin up / spin down) = 0.161 / 0.152 Ha
Relative energy (zero: lowest compared OMol25 entry of this formula, charge and spin) = 89.81 kJ/mol
Charge = -1
E_HOMO (spin up / spin down) = 0.467 / -2.792 eV
Multiplicity = 2

Last columns: bonded neighbours and bond lengths (Å).
Cartesian coordinates (Å):
1 C -0.0339 1.2836 -1.9647  C2 1.500, H7 1.181, H8 1.088, H9 1.152
2 C 0.4902 0.6832 -0.6937  C1 1.500, C3 1.325, H10 1.099
3 C -0.2231 -0.0391 0.1574  C2 1.325, O4 1.391, C5 1.478
4 O -1.5519 0.3505 0.2886  C3 1.391, H11 1.034
5 C 0.1858 -0.8485 1.3247  C3 1.478, C6 1.371, H12 1.106
6 C 1.2386 -1.7252 1.2812  C5 1.371, H13 1.088, H14 1.034
7 H 0.3072 0.7325 -2.9522  C1 1.181
8 H -1.1095 1.1834 -2.0917  C1 1.088
9 H 0.3097 2.3789 -1.8669  C1 1.152
10 H 1.5613 0.6389 -0.4512  C2 1.099
11 H -1.4364 1.2720 -0.1653  O4 1.034
12 H -0.5765 -1.0649 2.0968  C5 1.106
13 H 1.9251 -1.7040 0.4376  C6 1.088
14 H 1.4885 -2.3647 2.0542  C6 1.034

---

The following is a quantum chemistry calculation of an isolated molecule of C5H8O, from the Open Molecules 2025 dataset.

Orbital gap (spin up / spin down) = 7.5144 / 7.5117 eV
E_LUMO (spin up / spin down) = 0.002 / 0.002 Ha
Relative energy (zero: lowest compared OMol25 entry of this formula, charge and spin) = 517.99 kJ/mol
Charge = 0
E_HOMO (spin up / spin down) = -7.470 / -7.468 eV

Last columns: bonded neighbours and bond lengths (Å).
Cartesian coordinates (Å):
1 C -0.6374 -1.7609 0.1058  C2 1.525, H7 1.096, H8 1.094, H9 1.096
2 C -0.5049 -0.3995 -0.5680  C1 1.525, C3 1.443, C5 1.572, H10 1.094
3 C -0.8312 0.7398 0.2560  C2 1.443, H11 1.084, H12 1.088
4 O 0.8177 1.8706 0.3696  C6 1.456, H13 0.974
5 C 1.0003 -0.1441 -0.9416  C2 1.572, C6 1.314
6 C 1.5784 0.9149 -0.4225  O4 1.456, C5 1.314, H14 1.085
7 H -0.0762 -1.7777 1.0473  C1 1.096
8 H -0.2088 -2.5242 -0.5495  C1 1.094
9 H -1.6842 -2.0086 0.3166  C1 1.096
10 H -1.0571 -0.3741 -1.5126  C2 1.094
11 H -1.3538 1.5964 -0.1542  C3 1.084
12 H -0.8742 0.6407 1.3387  C3 1.088
13 H 1.1990 1.9215 1.2648  O4 0.974
14 H 2.6047 1.2410 -0.5550  C6 1.085

---

The following is a quantum chemistry calculation of an isolated molecule of C5H8O, from the Open Molecules 2025 dataset.

Orbital gap = 10.7514 eV
E_LUMO = 0.038 Ha
Relative energy (zero: lowest compared OMol25 entry of this formula, charge and spin) = 123.82 kJ/mol
SMILES = C[C@H]1C[C@H]1C=O
Charge = 0
E_HOMO = -9.713 eV

Last columns: bonded neighbours and bond lengths (Å).
Cartesian coordinates (Å):
1 C 0.8282 0.9751 1.0911  C2 1.507, H7 1.098, H8 1.094, H9 1.097
2 C 0.8003 0.2759 -0.2431  C1 1.507, C3 1.484, C4 1.513, H10 1.086
3 C 0.4914 -1.1675 -0.3990  C2 1.484, C4 1.527, H11 1.099, H12 1.084
4 C -0.4874 -0.1234 -0.9307  C2 1.513, C3 1.527, C5 1.478, H13 1.096
5 C -1.8040 -0.1954 -0.2619  C4 1.478, O6 1.209, H14 1.111
6 O -2.8675 -0.0440 -0.8171  C5 1.209
7 H 0.1257 0.5337 1.8096  C1 1.098
8 H 1.8362 0.9107 1.5114  C1 1.094
9 H 0.5632 2.0317 0.9609  C1 1.097
10 H 1.5143 0.6448 -0.9733  C2 1.086
11 H 0.2679 -1.6895 0.5424  C3 1.099
12 H 1.0157 -1.8024 -1.1038  C3 1.084
13 H -0.5619 0.1826 -1.9802  C4 1.096
14 H -1.7220 -0.5322 0.7936  C5 1.111